(1)
{
  "formula": "C14H39BrInNO6P",
  "method": "ωB97M-V/def2-TZVPD",
  "largest_force_ev_per_a": 8.78,
  "charge": -1,
  "total_energy_ev": -113424.4635,
  "elements": ["In", "Br", "P", "O", "O", "O", "O", "O", "O", "N", "C", "C", "C", "C", "C", "C", "C", "C", "C", "C", "C", "C", "C", "C", "H", "H", "H", "H", "H", "H", "H", "H", "H", "H", "H", "H", "H", "H", "H", "H", "H", "H", "H", "H", "H", "H", "H", "H", "H", "H", "H", "H", "H", "H", "H", "H", "H", "H", "H", "H", "H", "H", "H"],
  "xyz": [[2.314, -3.093, -0.879], [7.243, -3.266, -2.716], [0.384, -2.555, -2.474], [-4.956, 2.246, 0.521], [-3.289, 6.651, -0.874], [5.001, -4.893, -1.837], [3.290, 0.490, 3.140], [1.472, -5.217, 2.636], [-2.476, -0.536, -1.467], [0.628, -1.112, -3.232], [2.689, -5.942, 2.537], [2.740, -7.016, 3.603], [2.583, 1.421, 2.240], [-4.051, 0.077, -3.177], [-3.442, 3.658, -0.702], [5.330, -3.634, -2.140], [-3.375, 8.599, 0.532], [-4.878, 3.215, -0.514], [-2.580, 7.822, -0.496], [3.980, -0.580, 2.400], [4.214, -2.438, -2.017], [-3.353, -1.057, -2.455], [1.932, -1.718, 0.937], [3.052, -1.906, 2.122], [-4.142, 6.932, -1.247], [-3.319, 0.741, -3.650], [-0.131, -0.427, -2.940], [0.830, -1.870, 1.369], [-4.727, -0.307, -3.946], [-3.364, 4.402, -1.499], [2.740, -6.389, 1.539], [2.358, -4.815, -0.374], [-0.797, -2.421, -1.665], [-4.077, -1.717, -1.969], [-2.840, 9.503, 0.837], [2.981, 1.334, 1.121], [-3.012, -0.017, -0.843], [-3.564, 7.984, 1.418], [-5.519, 4.063, -0.250], [1.895, -7.704, 3.496], [4.705, -1.481, -1.524], [3.524, -5.242, 2.644], [2.570, 2.532, 2.609], [3.932, -2.120, -3.131], [3.671, -7.587, 3.537], [-2.761, -1.651, -3.158], [-3.045, 4.089, 0.223], [1.914, -0.623, 0.463], [-5.263, 2.765, -1.434], [2.667, -6.575, 4.602], [0.238, -3.542, -3.548], [4.454, -0.252, 1.381], [3.779, -2.796, 1.798], [-2.398, 8.426, -1.390], [2.471, -2.296, 3.086], [1.458, 1.029, 2.188], [1.441, -4.817, 3.522], [-4.620, 2.658, 1.335], [-4.352, 8.886, 0.130], [-2.805, 2.803, -0.952], [4.894, -0.918, 3.090], [-1.614, 7.517, -0.083], [-4.626, 0.688, -2.474]],
  "forces_ev_per_angstrom": [[0.2, -0.2, 0.8], [-1.1, -0.1, 0.3], [0.7, 1.8, -0.9], [-0.1, -0.2, 0.4], [-0.3, 0.0, -0.2], [2.8, 8.0, -2.3], [0.5, 0.4, -2.4], [-0.2, 0.2, 0.3], [0.0, 0.2, 0.3], [-1.3, 0.4, 0.9], [-0.1, 0.0, 0.2], [0.0, -0.2, 0.1], [-1.6, -0.9, -1.0], [-0.1, 0.1, -0.2], [0.1, -0.1, -0.3], [-4.3, -5.8, 2.4], [0.0, 0.1, 0.2], [0.4, 0.2, 0.2], [-0.3, 0.1, 0.0], [0.6, -1.8, 0.6], [2.0, 0.5, -1.2], [-0.1, 0.3, 0.2], [-0.7, 1.2, 0.2], [-0.3, -0.4, -0.3], [0.4, -0.2, 0.2], [0.0, -0.2, 0.0], [1.2, -1.2, -0.5], [2.4, 0.2, -0.9], [0.0, 0.1, 0.0], [0.1, -0.1, 0.2], [-0.1, 0.3, 0.1], [0.0, 0.5, -0.2], [0.1, -0.8, -0.5], [-0.1, -0.1, -0.2], [-0.1, 0.0, 0.0], [-0.6, 0.4, 2.5], [0.3, -0.3, -0.3], [0.1, 0.1, -0.1], [0.0, 0.1, -0.2], [0.1, 0.1, -0.1], [-0.7, -2.0, -1.1], [0.2, -0.1, -0.1], [0.4, -2.2, -0.4], [0.7, -0.7, 2.3], [0.0, 0.0, 0.1], [0.1, 0.1, 0.2], [-0.1, 0.1, -0.2], [0.2, -2.2, 1.3], [0.0, -0.1, 0.2], [0.1, 0.0, 0.0], [-0.6, 0.1, 0.9], [-1.1, -0.2, 1.8], [-1.3, 1.9, 0.8], [0.2, 0.1, 0.1], [1.5, 1.1, -1.8], [2.3, 1.1, 0.0], [0.0, -0.2, -0.5], [-0.1, -0.3, -0.5], [0.1, 0.1, 0.0], [-0.2, 0.0, 0.0], [-2.0, 0.8, -1.3], [-0.2, -0.1, -0.1], [-0.1, -0.1, 0.0]]
}

---

(2)
{
  "formula": "C14H39BrNO14P",
  "method": "ωB97M-V/def2-TZVPD",
  "largest_force_ev_per_a": 6.75,
  "total_energy_ev": -124630.4973,
  "elements": ["Br", "P", "O", "O", "O", "O", "O", "O", "O", "O", "O", "O", "O", "O", "O", "O", "N", "C", "C", "C", "C", "C", "C", "C", "C", "C", "C", "C", "C", "C", "C", "H", "H", "H", "H", "H", "H", "H", "H", "H", "H", "H", "H", "H", "H", "H", "H", "H", "H", "H", "H", "H", "H", "H", "H", "H", "H", "H", "H", "H", "H", "H", "H", "H", "H", "H", "H", "H", "H", "H"],
  "xyz": [[2.994, -1.580, 2.836], [-1.110, -1.159, 3.042], [1.392, 3.259, 6.424], [-4.608, -1.963, 5.069], [2.681, 6.104, -8.109], [-2.015, -3.602, -2.633], [0.847, -0.685, 7.080], [2.515, -1.821, -2.364], [2.366, 3.743, -5.828], [-0.638, 4.108, -2.423], [3.788, -0.237, -1.239], [0.279, -1.785, -3.504], [1.969, -0.347, -4.109], [2.141, 0.748, -7.256], [-0.004, 5.344, -5.487], [-1.169, 0.914, -4.129], [-1.106, 0.659, 0.825], [0.909, -1.077, 0.784], [-1.101, 0.155, 4.424], [1.774, -2.274, 1.386], [1.560, -1.285, -3.354], [1.370, -0.371, -0.554], [-0.672, 1.315, -0.380], [2.668, -0.795, -1.384], [-0.199, -4.031, 0.796], [-2.985, -1.372, 2.649], [0.575, 0.842, -1.163], [-3.465, -2.911, 2.697], [0.375, 0.706, 4.765], [-0.387, -0.476, 1.429], [0.940, -3.565, 1.834], [-1.512, -0.391, 5.361], [2.592, 0.033, -7.721], [-1.161, -3.422, -3.057], [1.196, -0.063, 4.520], [0.913, 1.387, -2.119], [-1.244, 2.207, -0.795], [-2.325, -4.408, -3.065], [-3.427, -3.321, 1.614], [1.696, -4.439, 1.920], [-1.866, 0.999, 4.216], [0.860, 4.917, -5.604], [-3.627, -0.664, 3.293], [-3.156, -1.019, 1.557], [1.881, 0.350, -6.412], [2.628, 5.501, -8.860], [2.190, 3.023, 6.913], [-1.012, -0.026, -3.943], [1.581, -1.251, 6.806], [2.055, 2.939, -6.269], [1.658, 4.021, 5.896], [0.231, 4.276, -2.810], [-0.139, -5.187, 0.748], [0.499, 1.702, 4.221], [0.432, 0.899, 5.893], [-0.109, -3.593, -0.254], [-2.770, -3.532, 3.357], [-1.946, 1.047, 1.297], [-5.467, -1.614, 5.340], [0.902, -0.682, 8.044], [-0.435, 1.162, -4.705], [-1.236, -3.816, 1.264], [3.223, 3.917, -6.237], [0.485, -3.472, 2.893], [-4.393, -2.611, 5.752], [2.493, -2.623, 0.548], [-4.562, -2.952, 3.053], [-0.186, 5.253, -4.545], [2.308, 5.597, -7.375], [-0.936, 3.297, -2.862]],
  "forces_ev_per_angstrom": [[-0.8, -0.5, -0.9], [-0.7, -0.6, 0.6], [0.3, 0.2, 0.0], [-0.4, 0.1, 0.7], [0.1, -0.3, 0.0], [0.1, -0.3, -0.1], [0.3, -0.5, 0.8], [-1.5, 2.4, 1.4], [0.0, 0.0, -0.3], [0.1, -0.3, -0.1], [-5.1, -2.3, 0.1], [5.9, 1.2, 2.1], [-0.1, -2.2, 2.7], [-0.1, 0.0, 0.2], [0.2, -0.1, 0.2], [0.1, 0.3, 0.2], [3.4, -0.8, -2.3], [-1.9, 3.4, -1.7], [-0.1, 0.6, 0.4], [-0.8, -0.3, -1.3], [-5.2, 0.7, -4.3], [-2.5, 1.4, 0.7], [2.5, -2.0, -0.5], [3.7, 0.9, -0.5], [-0.3, -0.6, 0.9], [-0.6, 0.6, -1.3], [-1.2, -1.9, 4.0], [-0.3, 0.4, -0.8], [-0.8, 0.4, 0.2], [1.4, 1.1, -2.0], [0.4, -0.9, 0.6], [0.6, 0.5, -1.7], [0.0, 0.2, 0.1], [0.1, 0.4, 0.1], [-1.3, 1.3, 0.1], [-0.7, -1.2, 1.7], [0.7, -1.4, 0.9], [0.0, 0.1, 0.1], [0.1, 0.5, 1.9], [-1.0, 1.6, -0.2], [1.4, -1.2, 0.3], [-0.1, 0.0, 0.0], [1.2, -1.3, -0.7], [0.3, -0.5, 1.7], [0.1, -0.1, 0.1], [0.0, 0.1, 0.1], [-0.1, 0.0, -0.1], [0.3, -0.1, 0.0], [-0.1, 0.1, 0.0], [0.1, -0.1, 0.0], [-0.1, -0.1, 0.1], [0.0, -0.1, 0.2], [-0.1, 1.9, -0.2], [0.2, -1.5, 0.6], [-0.1, -0.1, -2.1], [-0.2, -0.6, 1.5], [-1.1, 0.8, -0.8], [1.0, -0.7, -0.4], [0.1, 0.0, 0.0], [-0.1, 0.0, -0.1], [-0.1, -0.2, 0.0], [1.7, -0.1, -1.1], [0.0, -0.1, 0.2], [0.8, 0.2, -1.9], [0.0, 0.1, -0.1], [-1.2, 0.8, 1.4], [2.1, -0.1, -0.6], [-0.2, 0.1, -0.2], [-0.1, 0.2, -0.1], [-0.1, 0.1, -0.2]]
}

---

(3)
{
  "formula": "C14H39ClN3O5",
  "method": "ωB97M-V/def2-TZVPD",
  "largest_force_ev_per_a": 1.65,
  "charge": -1,
  "total_energy_ev": -42381.6439,
  "elements": ["Cl", "O", "O", "O", "O", "O", "N", "N", "N", "C", "C", "C", "C", "C", "C", "C", "C", "C", "C", "C", "C", "C", "C", "H", "H", "H", "H", "H", "H", "H", "H", "H", "H", "H", "H", "H", "H", "H", "H", "H", "H", "H", "H", "H", "H", "H", "H", "H", "H", "H", "H", "H", "H", "H", "H", "H", "H", "H", "H", "H", "H", "H"],
  "xyz": [[-1.628, 2.249, -1.954], [2.924, -1.552, -1.103], [-0.813, -2.242, 2.582], [0.331, -3.114, -3.543], [1.472, 1.743, -1.344], [-0.211, 3.302, 4.632], [0.119, 3.207, 0.936], [-2.254, 0.827, 1.099], [-2.277, -0.566, -4.129], [0.211, -2.473, 3.516], [0.449, 2.754, 2.294], [-0.236, -1.964, -4.156], [1.970, 0.515, -1.822], [-1.026, -0.865, 2.370], [1.666, -3.319, -3.910], [1.968, 2.604, 2.354], [-1.691, -1.822, -3.714], [0.902, 3.675, 5.396], [2.486, -0.285, -0.638], [-2.158, -0.604, 1.387], [-2.516, -2.984, -4.242], [-0.183, 3.702, 3.271], [-1.933, -1.399, 0.101], [0.897, 4.762, 5.587], [-1.247, 3.763, 2.995], [3.547, -1.905, -0.463], [0.072, -1.920, 4.455], [2.460, 3.550, 2.118], [-3.101, -0.949, 1.831], [0.113, 4.755, 3.153], [-1.644, -1.934, -2.632], [-1.816, -2.458, 0.330], [2.776, 0.666, -2.546], [0.795, 3.193, 6.370], [0.450, 2.524, 0.254], [1.170, -0.101, -2.251], [-1.573, 1.359, 1.632], [-1.036, -1.031, -0.404], [2.354, -2.768, -3.256], [-1.276, -0.400, 3.341], [0.036, 1.739, 2.432], [1.902, -4.380, -3.800], [-0.095, -2.005, -5.247], [-0.880, 3.232, 0.737], [0.664, 1.957, -1.847], [1.700, -0.335, 0.127], [-1.871, 0.229, -3.634], [-0.124, -0.344, 2.002], [1.833, -3.025, -4.953], [2.309, 2.319, 3.349], [0.298, -1.074, -3.783], [2.273, 1.829, 1.652], [-2.024, -3.931, -4.001], [1.193, -2.230, 3.089], [-2.015, 1.011, 0.120], [-2.782, -1.257, -0.568], [1.874, 3.430, 4.974], [-2.694, -2.927, -5.318], [3.299, 0.279, -0.154], [0.191, -3.533, 3.780], [-2.124, -0.440, -5.124], [-3.479, -3.040, -3.729]],
  "forces_ev_per_angstrom": [[0.4, -0.2, -0.1], [0.0, 0.0, 0.1], [0.1, 0.0, 0.1], [-0.4, -0.1, -0.3], [0.3, -0.1, -0.3], [0.4, -0.4, -0.2], [-0.1, 0.0, 0.0], [0.1, 0.0, -0.1], [0.0, 0.1, 0.2], [0.0, -0.3, 0.0], [0.4, -0.6, -1.1], [0.5, 0.4, 0.8], [-0.4, -0.4, 0.5], [-0.2, 0.5, 0.4], [0.4, 0.0, 0.2], [-0.1, 0.2, 0.4], [0.3, -0.7, -0.6], [-0.2, 0.7, 0.6], [0.3, 0.8, 0.3], [0.2, -0.3, -0.4], [-0.2, -0.6, 0.5], [-1.5, 0.7, 0.1], [-0.1, 0.1, 0.2], [0.0, -0.1, -0.1], [0.1, -0.2, 0.0], [0.0, -0.1, 0.0], [0.0, 0.2, -0.2], [-0.1, 0.0, -0.2], [0.1, 0.0, 0.1], [0.7, -0.2, 0.1], [-0.3, 0.4, 0.2], [0.0, 0.0, -0.1], [0.0, -0.1, -0.1], [0.1, -0.1, -0.1], [0.3, 0.3, 0.1], [0.1, 0.2, -0.2], [-0.2, -0.1, 0.0], [0.0, -0.1, 0.0], [-0.1, 0.1, -0.1], [0.1, 0.1, -0.1], [0.1, 0.3, 0.6], [-0.1, 0.0, 0.0], [-0.2, -0.1, 0.0], [0.0, 0.1, 0.3], [-0.4, 0.2, 0.2], [-0.1, -0.3, -0.2], [-0.2, 0.1, 0.0], [0.1, -0.4, -0.1], [0.1, -0.1, 0.0], [0.0, -0.2, 0.0], [0.0, -0.1, -0.3], [0.1, 0.1, -0.1], [0.1, 0.1, -0.2], [0.0, 0.1, 0.1], [-0.2, 0.1, 0.1], [0.0, 0.0, -0.1], [0.0, -0.2, -0.2], [0.1, 0.1, 0.0], [0.1, -0.1, -0.2], [0.0, 0.0, -0.2], [0.0, 0.1, 0.0], [-0.1, 0.3, -0.2]]
}